(1)
A structure of composition C52H41BaN2O7P2S2 at a distorted geometry. Source: the Open Molecules 2025 dataset; level of theory: the ωB97M-V functional and the def2-TZVPD basis.

XYZ file:
```
107
Properties=species:S:1:pos:R:3
Ba -0.106 -0.439 0.897
O -1.698 0.983 -2.319
C -2.609 -0.003 -2.702
C -2.579 -0.565 -3.966
C -3.530 -1.525 -4.293
C -4.475 -1.910 -3.353
C -4.418 -1.386 -2.065
C -3.469 -0.435 -1.691
P -3.093 0.190 0.056
C -4.001 1.774 -0.200
C -3.319 2.972 -0.003
C -3.956 4.187 -0.218
C -5.286 4.220 -0.621
C -5.970 3.028 -0.833
C -5.322 1.815 -0.635
C -4.217 -1.005 0.891
C -3.824 -2.343 0.870
C -4.590 -3.320 1.493
C -5.765 -2.969 2.147
C -6.148 -1.635 2.197
C -5.374 -0.659 1.580
C -1.120 1.855 -3.212
C -1.812 2.336 -4.319
C -1.157 3.159 -5.220
C 0.176 3.509 -5.021
C 0.821 3.082 -3.874
C 0.175 2.280 -2.931
P 0.957 1.755 -1.352
C 2.192 0.613 -2.159
C 1.639 -0.579 -2.635
C 2.429 -1.549 -3.229
C 3.800 -1.350 -3.351
C 4.358 -0.162 -2.904
C 3.557 0.818 -2.320
C 1.939 3.234 -0.887
C 3.112 3.104 -0.144
C 3.809 4.225 0.288
C 3.330 5.497 0.007
C 2.135 5.638 -0.686
C 1.444 4.516 -1.123
H -1.823 -0.271 -4.681
H -3.523 -1.967 -5.282
H -5.238 -2.635 -3.607
H -5.126 -1.742 -1.327
H -2.290 2.947 0.343
H -3.413 5.111 -0.058
H -5.788 5.169 -0.768
H -7.003 3.040 -1.159
H -5.853 0.890 -0.830
H -2.910 -2.633 0.359
H -4.266 -4.353 1.467
H -6.372 -3.729 2.623
H -7.051 -1.349 2.723
H -5.656 0.383 1.664
H -2.846 2.061 -4.468
H -1.691 3.520 -6.092
H 0.698 4.124 -5.743
H 1.846 3.383 -3.689
H 0.572 -0.763 -2.527
H 1.977 -2.474 -3.566
H 4.426 -2.119 -3.786
H 5.423 0.009 -3.000
H 4.013 1.747 -2.002
H 3.489 2.120 0.110
H 4.726 4.095 0.850
H 3.877 6.371 0.336
H 1.734 6.624 -0.887
H 0.502 4.644 -1.644
C 1.435 -5.617 5.827
C 1.366 -4.967 4.467
C 1.022 -3.619 4.343
C 0.951 -3.002 3.111
C 1.232 -3.761 1.948
C 1.574 -5.098 2.060
C 1.634 -5.691 3.316
S 1.263 -3.009 0.331
O 1.863 -3.975 -0.557
O -0.139 -2.638 -0.009
N 2.013 -1.649 0.533
C 3.358 -1.528 0.925
C 4.375 -2.382 0.623
C 5.709 -2.091 1.036
C 6.007 -0.966 1.736
C 4.957 -0.072 2.100
C 5.168 1.098 2.875
C 4.114 1.871 3.246
C 2.812 1.489 2.836
N 2.577 0.440 2.100
C 3.644 -0.358 1.717
H 1.935 -4.968 6.548
H 1.974 -6.564 5.789
H 0.433 -5.819 6.212
H 0.804 -3.035 5.231
H 0.674 -1.946 3.088
H 1.802 -5.659 1.164
H 1.908 -6.738 3.398
H 4.167 -3.267 0.035
H 6.497 -2.786 0.772
H 7.025 -0.742 2.032
H 6.178 1.357 3.176
H 4.248 2.762 3.845
H 1.944 2.079 3.122
O -0.835 -0.213 3.056
S -1.413 1.173 2.742
O -1.296 2.069 3.869
O -2.809 0.962 2.300
O -0.641 1.699 1.543
```

Output
E_tot: -4147.12147 Ha
LUMO energy: 2.3 eV
HOMO energy: -5.3 eV
energy above the lowest of the compared OMol25 structures with the same formula, charge and spin: 1.086 eV
HOMO-LUMO gap: 7.6030 eV
charge: -1

Mulliken population analysis, charges in e, atoms 1 to 4:
1. Ba 1.439
2. O 1.267
3. C -0.284
4. C -0.563

(2)
A structure of composition C45H36NO2P2PdTe. Source: the Open Molecules 2025 dataset; level of theory: the ωB97M-V functional and the def2-TZVPD basis.

XYZ file:
```
88
Properties=species:S:1:pos:R:3
Pd -0.249 0.063 0.500
N 2.281 -1.497 -0.241
P 2.012 0.287 -0.183
C 2.615 0.693 -1.852
C 3.713 0.019 -2.380
C 4.143 0.279 -3.672
C 3.467 1.208 -4.453
C 2.370 1.878 -3.933
C 1.948 1.628 -2.635
C 3.414 0.598 0.951
C 3.406 -0.004 2.206
C 4.443 0.213 3.102
C 5.498 1.041 2.750
C 5.504 1.658 1.506
C 4.464 1.445 0.614
P 0.674 -2.105 -0.089
C 0.917 -3.866 0.317
C -0.229 -4.653 0.439
C -0.125 -5.997 0.754
C 1.124 -6.568 0.965
C 2.265 -5.789 0.857
C 2.164 -4.441 0.536
C 0.185 -2.233 -1.846
C -1.040 -1.729 -2.270
C -1.376 -1.772 -3.618
C -0.491 -2.307 -4.539
C 0.735 -2.813 -4.117
C 1.069 -2.779 -2.775
H 2.848 -1.765 0.557
H 4.220 -0.726 -1.780
H 5.000 -0.249 -4.073
H 3.795 1.405 -5.467
H 1.835 2.600 -4.537
H 1.102 2.162 -2.227
H 2.556 -0.605 2.513
H 4.413 -0.249 4.081
H 6.308 1.218 3.448
H 6.314 2.323 1.234
H 4.453 1.952 -0.341
H -1.206 -4.205 0.289
H -1.021 -6.599 0.841
H 1.205 -7.619 1.214
H 3.241 -6.229 1.021
H 3.064 -3.848 0.431
H -1.715 -1.280 -1.551
H -2.324 -1.362 -3.943
H -0.747 -2.320 -5.592
H 1.432 -3.221 -4.838
H 2.031 -3.151 -2.442
Te -1.365 2.100 -0.677
C -3.443 2.017 -0.279
C -4.339 2.004 -1.344
C -5.713 2.019 -1.123
C -6.209 2.041 0.171
C -5.321 2.058 1.240
C -3.953 2.052 1.018
H -3.962 1.965 -2.359
H -6.393 2.001 -1.967
H -7.278 2.042 0.348
H -5.697 2.072 2.257
H -3.269 2.061 1.857
O 1.036 1.998 2.102
C 1.505 2.809 1.291
O 1.848 2.568 0.086
C 1.735 4.231 1.753
C 2.008 4.486 3.091
C 2.239 5.785 3.523
C 2.174 6.839 2.621
C 1.888 6.588 1.286
C 1.682 5.287 0.851
H 2.026 3.651 3.780
H 2.463 5.977 4.566
H 2.342 7.855 2.960
H 1.828 7.410 0.582
H 1.475 5.068 -0.188
C -2.055 -0.544 0.977
C -3.144 -1.072 1.093
C -4.466 -1.598 1.216
C -5.207 -1.429 2.391
C -6.493 -1.932 2.496
C -7.071 -2.615 1.434
C -6.347 -2.787 0.261
C -5.060 -2.286 0.151
H -4.757 -0.891 3.215
H -7.049 -1.788 3.414
H -8.078 -3.005 1.517
H -6.788 -3.314 -0.577
H -4.498 -2.412 -0.766
```

Output
E_tot: -3020.33317 Ha
LUMO energy: 2.4 eV
HOMO energy: -4.1 eV
energy above the lowest of the compared OMol25 structures with the same formula, charge and spin: 0.488 eV
HOMO-LUMO gap: 6.5214 eV
charge: -1

Mulliken population analysis, charges in e, atoms 1 to 4:
1. Pd -0.352
2. N 0.252
3. P 1.101
4. C 0.495

(3)
A cluster of 3 separate species, H6O3 in total at a distorted geometry. Source: the Open Molecules 2025 dataset; level of theory: the ωB97M-V functional and the def2-TZVPD basis.

XYZ file:
```
9
Properties=species:S:1:pos:R:3
O 0.298 -2.073 -1.439
H 0.506 -1.174 -1.241
H -0.500 -1.994 -1.998
O -0.015 1.161 2.009
H -0.173 0.317 2.345
H -0.991 1.421 2.032
O 0.531 0.479 -0.609
H 0.238 0.935 0.197
H 0.105 0.928 -1.297
```

Output
E_tot: -229.30286 Ha
LUMO energy: 0.4 eV
HOMO energy: -10.6 eV
energy above the lowest of the compared OMol25 structures with the same formula, charge and spin: 0.604 eV
HOMO-LUMO gap: 11.0324 eV

Mulliken population analysis, charges in e, atoms 1 to 4:
1. O -0.652
2. H 0.399
3. H 0.289
4. O -0.710

(4)
A structure of composition C26H21F7NO4SSbV. Source: the Open Molecules 2025 dataset; level of theory: the ωB97M-V functional and the def2-TZVPD basis.

XYZ file:
```
62
Properties=species:S:1:pos:R:3
V 1.314 -0.345 1.858
C -4.463 -4.987 0.681
C -3.921 -4.352 -0.586
C -5.022 -3.737 -1.429
C -4.456 -3.181 -2.722
C -3.347 -2.209 -2.434
C -3.045 -1.201 -3.318
C -2.019 -0.292 -3.048
F -1.778 0.670 -3.936
C -1.274 -0.354 -1.909
C -1.566 -1.371 -0.987
C -0.826 -1.477 0.226
O 0.153 -0.616 0.446
C -1.171 -2.452 1.140
C -2.205 -3.335 0.837
N -2.880 -3.287 -0.291
C -2.601 -2.298 -1.239
C -0.480 -2.606 2.436
O -0.782 -3.354 3.301
O 0.625 -1.782 2.547
H -5.293 -5.633 0.396
H -4.851 -4.235 1.371
H -3.743 -5.621 1.197
H -3.384 -5.097 -1.179
H -5.535 -2.960 -0.856
H -5.753 -4.516 -1.640
H -5.228 -2.690 -3.312
H -4.064 -3.999 -3.335
H -3.607 -1.091 -4.237
H -0.490 0.364 -1.715
H -2.461 -4.101 1.554
F 3.142 -0.787 2.063
Sb 3.675 -0.266 4.066
F 1.724 0.243 3.714
F 2.991 -1.946 4.412
F 4.008 1.392 3.300
F 5.395 -0.862 3.804
F 3.609 0.323 5.804
O 1.667 1.357 1.278
S 1.843 2.922 1.238
C 3.544 3.109 0.845
C 4.238 2.178 0.079
C 5.572 2.422 -0.192
C 6.182 3.578 0.289
C 5.475 4.488 1.058
C 4.140 4.253 1.355
C 0.922 3.398 -0.179
C -0.171 4.216 0.076
C -0.953 4.633 -0.994
C -0.638 4.220 -2.279
C 0.463 3.397 -2.519
C 1.260 2.987 -1.468
H 3.767 1.267 -0.262
H 6.141 1.712 -0.775
H 7.226 3.760 0.070
H 5.961 5.375 1.441
H 3.583 4.940 1.980
H -0.406 4.527 1.086
H -1.799 5.282 -0.820
H -1.246 4.550 -3.110
H 0.704 3.098 -3.529
H 2.136 2.379 -1.648
```

Output
E_tot: -3640.25139 Ha
LUMO energy (alpha / beta): -8.4 / -7.8 eV
HOMO energy (alpha / beta): -14.9 / -14.9 eV
HOMO-LUMO gap (alpha / beta): 6.5115 / 7.1497 eV
spin multiplicity: 2
charge: +2

Mulliken population analysis, charges in e, atoms 1 to 4:
1. V 1.807
2. C -1.857
3. C 0.467
4. C -0.904